Arrangement 1

This record from the OMol25 dataset describes C2HClF2S in the gas phase. The level of theory is wB97M-V/def2-TZVPD.

Cartesian coordinates (Å):
F1 0.469 -1.464 -0.683
C1 0.599 -0.253 -0.143
F2 0.936 -0.606 1.363
C2 -0.683 0.460 0.019
S1 -0.764 2.059 0.185
Cl1 -2.005 -0.451 -0.420
H1 1.448 0.256 -0.321

Values from the calculation:
- highest occupied orbital energy (eV) = -9.9293
- SMILES string = FC(F)C(=S)Cl
- E_LUMO (eV) = -1.58
- frontier orbital gap (eV) = 8.4

Arrangement 2

This record from the OMol25 dataset describes 2 unconnected molecules or ions with the total composition C2HClF2S. The level of theory is wB97M-V/def2-TZVPD.

Cartesian coordinates (Å):
C1 -0.128 -0.782 -0.077
C2 -1.372 -0.791 0.637
F1 -1.512 0.128 1.571
F2 -2.083 -1.854 0.905
S1 0.604 -1.955 -0.902
Cl1 -2.499 0.366 -1.225
H1 0.286 0.311 -0.031

Values from the calculation:
- highest occupied orbital energy (eV) = -10.1578
- E_LUMO (eV) = -2.84
- frontier orbital gap (eV) = 7.3

The structure with the most favorable energy is arrangement 1; the runner-up is 0.786 eV above it.

Arrangement 1

This record from the OMol25 dataset describes 4 unconnected molecules or ions with the total composition C2H10O4. The level of theory is wB97M-V/def2-TZVPD.

Cartesian coordinates (Å):
C1 1.739 0.711 -0.770
C2 1.480 -0.669 -1.124
O1 0.133 -1.087 -0.668
H1 2.285 0.878 0.125
H2 1.429 1.590 -1.265
H3 1.549 -1.079 -2.156
H4 -0.523 -0.340 -0.662
H5 -0.868 -1.513 1.982
H6 -2.075 -1.010 1.204
O2 -1.828 -1.486 2.042
H7 -1.112 1.491 0.868
H8 0.275 1.345 0.510
O3 -0.239 1.869 1.139
H9 -2.547 0.479 -0.620
H10 2.110 -1.341 -0.511
O4 -1.808 0.162 -0.095

Values from the calculation:
- highest occupied orbital energy (eV) = -9.3659
- E_LUMO (eV) = -4.75
- frontier orbital gap (eV) = 4.6

Arrangement 2

This record from the OMol25 dataset describes 4 unconnected molecules or ions with the total composition C2H10O4. The level of theory is wB97M-V/def2-TZVPD.

Cartesian coordinates (Å):
C1 -1.161 -1.104 0.714
C2 -0.437 -0.825 1.986
O1 0.759 -0.852 2.034
H1 -1.506 -2.138 0.778
H2 -2.057 -0.503 0.602
H3 -0.492 -0.836 -0.101
H4 -1.055 -0.586 2.863
O2 1.090 1.669 0.406
H5 1.031 0.877 0.962
H6 1.740 2.239 0.841
O3 -1.038 1.429 -1.679
H7 -1.208 2.233 -1.218
H8 -0.114 1.286 -1.437
O4 0.652 -1.001 -2.456
H9 -0.099 -0.604 -2.952
H10 1.390 -0.396 -2.663

Values from the calculation:
- highest occupied orbital energy (eV) = -10.1496
- SMILES string = CC=O.O.O.O
- E_LUMO (eV) = 0.66
- frontier orbital gap (eV) = 10.8

The structure with the most favorable energy is arrangement 2; the runner-up is 5.963 eV above it.

Arrangement 1

This record from the OMol25 dataset describes a molecular structure, C5H7N2. The level of theory is wB97M-V/def2-TZVPD.

Cartesian coordinates (Å):
C1 -0.526 -0.552 1.404
C2 -0.071 0.191 -0.414
C3 -1.202 -0.205 0.288
C4 -2.420 -0.396 -0.365
C5 2.413 0.383 0.109
N1 0.691 -0.372 1.627
N2 1.104 0.018 0.427
H1 -0.043 0.497 -1.370
H2 -2.232 -0.837 -1.316
H3 -2.711 0.691 -0.527
H4 -3.287 -0.834 0.143
H5 2.722 1.357 0.468
H6 3.126 -0.347 0.510
H7 2.439 0.406 -0.984

Values from the calculation:
- highest occupied orbital energy (eV) = -15.2472
- net charge = +1
- E_LUMO (eV) = -7.91
- frontier orbital gap (eV) = 7.3

Arrangement 2

This record from the OMol25 dataset describes a gas-phase ion, C5H7N2 (charge +1). The level of theory is wB97M-V/def2-TZVPD.

Cartesian coordinates (Å):
C1 -1.579 -1.506 1.196
C2 -1.857 -2.604 1.797
C3 1.034 0.512 0.149
C4 -0.297 0.680 1.105
C5 0.179 -0.381 -1.788
N1 0.574 0.622 -1.147
N2 -1.025 -0.485 0.800
H1 1.609 1.408 0.302
H2 1.696 -0.459 0.323
H3 0.012 0.645 2.148
H4 -0.791 1.647 0.840
H5 0.189 -1.405 -1.376
H6 -0.298 -0.188 -2.707
H7 0.554 1.514 -1.643

Values from the calculation:
- highest occupied orbital energy (spin up / spin down) (eV) = -12.9925 / -12.9443
- net charge = +1
- E_LUMO (spin up / spin down) (eV) = -5.85 / -5.63
- frontier orbital gap (spin up / spin down) (eV) = 7.1 / 7.3

The structure with the most favorable energy is arrangement 1; the runner-up is 1.527 eV above it.

Arrangement 1

This record from the OMol25 dataset describes a molecular structure, C5H7N2. The level of theory is wB97M-V/def2-TZVPD.

Cartesian coordinates (Å):
C1 1.206 -1.296 0.204
C2 0.104 -0.516 0.127
C3 2.281 -0.503 -0.157
C4 0.960 1.220 -0.002
C5 -1.326 -0.615 -0.202
N1 2.195 0.834 0.037
N2 -2.018 0.554 0.231
H1 1.234 -2.367 0.285
H2 -1.431 -0.722 -1.288
H3 -1.689 -1.558 0.248
H4 3.025 1.424 -0.015
H5 -2.794 0.836 -0.347
H6 0.485 2.116 -0.337
H7 -2.232 0.591 1.215

Values from the calculation:
- highest occupied orbital energy (spin up / spin down) (eV) = -13.7891 / -13.6452
- net charge = +1
- E_LUMO (spin up / spin down) (eV) = -6.42 / -6.19
- frontier orbital gap (spin up / spin down) (eV) = 7.4 / 7.5

Arrangement 2

This record from the OMol25 dataset describes 2 unconnected molecules or ions with the total composition C5H7N2. The level of theory is wB97M-V/def2-TZVPD.

Cartesian coordinates (Å):
C1 1.714 0.117 0.482
C2 0.801 0.927 1.328
C3 2.911 0.673 0.014
C4 0.802 -1.082 0.282
C5 0.157 0.201 0.374
N1 3.962 1.209 0.050
N2 -3.850 -0.248 -0.788
H1 0.673 -1.433 -0.722
H2 0.707 -1.822 1.051
H3 -0.667 0.519 -0.328
H4 4.728 1.618 0.418
H5 -3.308 0.491 -0.352
H6 -4.318 -0.290 -1.678
H7 -4.310 -0.879 -0.130

Values from the calculation:
- highest occupied orbital energy (eV) = -12.1528
- net charge = +1
- E_LUMO (eV) = -6.18
- frontier orbital gap (eV) = 6.0

Arrangement 3

This record from the OMol25 dataset describes a gas-phase ion, C5H7N2 (charge +1). The level of theory is wB97M-V/def2-TZVPD.

Cartesian coordinates (Å):
C1 -2.715 0.954 0.013
N1 -2.268 -0.226 -0.059
C2 -1.220 -0.881 -0.137
N2 -0.136 -1.373 -0.220
C3 0.891 -0.485 -0.035
C4 0.510 0.762 0.382
C5 2.213 -0.936 -0.375
H1 -2.030 1.926 0.214
H2 -3.800 1.068 -0.109
H3 -0.269 0.780 1.106
H4 1.263 1.576 0.411
H5 2.375 -0.992 -1.386
H6 2.243 -1.845 0.159
H7 2.943 -0.326 0.036

Values from the calculation:
- highest occupied orbital energy (spin up / spin down) (eV) = -14.1785 / -14.1799
- net charge = +1
- SMILES string = C=[N+]=C=NC(=C)C
- E_LUMO (spin up / spin down) (eV) = -6.50 / -6.50
- frontier orbital gap (spin up / spin down) (eV) = 7.7 / 7.7

The structure with the most favorable energy is arrangement 3; the runner-up is 1.328 eV above it.

Arrangement 1

This record from the OMol25 dataset describes a gas-phase ion, C5H7N2 (charge +1). The level of theory is wB97M-V/def2-TZVPD.

Cartesian coordinates (Å):
C1 0.491 -0.079 -1.386
C2 -0.785 -0.143 -0.689
C3 -1.026 0.109 0.659
C4 -0.142 0.153 1.714
C5 1.084 -0.455 1.789
N1 1.215 -1.377 0.874
N2 0.981 -1.977 -0.035
H1 1.458 0.193 -1.067
H2 0.327 0.354 -2.332
H3 0.705 -1.144 -1.677
H4 -1.617 -0.526 -1.273
H5 -2.031 0.363 0.880
H6 -0.480 0.619 2.721
H7 1.643 -0.317 2.703

Values from the calculation:
- highest occupied orbital energy (eV) = -14.5111
- net charge = +1
- SMILES string = C/C=C\C=C/[N+]#N
- E_LUMO (eV) = -5.90
- frontier orbital gap (eV) = 8.6

Arrangement 2

This record from the OMol25 dataset describes a gas-phase ion, C5H7N2 (charge +1). The level of theory is wB97M-V/def2-TZVPD.

Cartesian coordinates (Å):
C1 1.943 0.155 1.591
N1 1.047 -0.371 0.635
C2 0.919 -1.732 0.394
C3 -0.188 -1.794 -0.413
N2 -0.540 -0.769 -1.132
C4 -1.716 -0.677 -1.912
C5 0.473 0.374 -0.293
H1 2.710 0.820 1.255
H2 1.416 0.840 2.319
H3 2.247 -0.703 2.141
H4 -1.410 -0.971 -2.939
H5 -2.155 0.334 -1.966
H6 -2.288 -1.450 -1.507
H7 0.448 1.396 -0.462

Values from the calculation:
- highest occupied orbital energy (spin up / spin down) (eV) = -14.2959 / -14.1461
- net charge = +1
- SMILES string = Cn1c#c[n+](C)c1
- E_LUMO (spin up / spin down) (eV) = -6.59 / -6.87
- frontier orbital gap (spin up / spin down) (eV) = 7.7 / 7.3

Arrangement 3

This record from the OMol25 dataset describes a gas-phase ion, C5H7N2 (charge +1). The level of theory is wB97M-V/def2-TZVPD.

Cartesian coordinates (Å):
C1 -3.793 -0.708 0.121
C2 -2.115 1.100 0.102
C3 -0.863 0.457 0.065
C4 0.376 1.205 0.037
C5 0.063 -1.826 -0.028
N1 -3.144 0.265 -0.120
N2 -0.947 -0.862 0.040
H1 -2.192 2.108 0.289
H2 1.083 0.604 0.555
H3 0.374 2.278 0.252
H4 0.862 1.332 -1.031
H5 0.806 -1.698 -0.726
H6 0.697 -1.943 0.860
H7 -0.376 -2.768 -0.277

Values from the calculation:
- highest occupied orbital energy (spin up / spin down) (eV) = -15.4586 / -15.4595
- net charge = +1
- E_LUMO (spin up / spin down) (eV) = -8.12 / -8.12
- frontier orbital gap (spin up / spin down) (eV) = 7.3 / 7.3

The structure with the most favorable energy is arrangement 1; the runner-up is 1.539 eV above it.

Arrangement 1

This record from the OMol25 dataset describes C2H3NOS2 in the gas phase. The level of theory is wB97M-V/def2-TZVPD.

Cartesian coordinates (Å):
O1 0.405 -0.234 -2.150
C1 0.979 0.160 -1.181
N1 0.949 -0.330 0.119
S1 -0.276 -1.304 0.694
C2 -1.580 -0.135 0.972
S2 -1.387 1.428 0.865
H1 1.768 0.991 -1.343
H2 1.649 0.133 0.822
H3 -2.507 -0.710 1.202

Values from the calculation:
- highest occupied orbital energy (eV) = -9.1561
- SMILES string = O=CNSC=S
- E_LUMO (eV) = -0.40
- frontier orbital gap (eV) = 8.8

Arrangement 2

This record from the OMol25 dataset describes 2 unconnected molecules or ions with the total composition C2H3NOS2. The level of theory is wB97M-V/def2-TZVPD.

Cartesian coordinates (Å):
C1 -1.159 -1.680 -1.034
N1 -0.196 -1.174 -1.475
S1 1.026 -0.363 -2.004
H1 -1.788 -2.548 -0.605
O1 -1.098 1.973 0.868
C2 0.029 1.578 0.854
S2 0.780 0.428 1.994
H2 0.737 1.873 0.062
H3 1.667 -0.086 1.340

Values from the calculation:
- highest occupied orbital energy (eV) = -9.0527
- SMILES string = C#[N+][S-].O=CS
- E_LUMO (eV) = 0.10
- frontier orbital gap (eV) = 9.2

Arrangement 3

This record from the OMol25 dataset describes C2H3NOS2 in the gas phase. The level of theory is wB97M-V/def2-TZVPD.

Cartesian coordinates (Å):
O1 -1.812 -0.714 -0.425
N1 -1.346 -0.398 0.834
C1 -0.163 0.043 0.983
C2 0.918 0.461 -0.040
S1 2.232 1.209 0.495
S2 0.734 -0.082 -1.650
H1 -2.734 -0.995 -0.239
H2 0.154 0.136 2.019
H3 2.015 0.340 -1.976

Values from the calculation:
- highest occupied orbital energy (eV) = -8.9938
- SMILES string = O/N=C\C(=S)S
- E_LUMO (eV) = -0.81
- frontier orbital gap (eV) = 8.2

The structure with the most favorable energy is arrangement 1; the runner-up is 1.485 eV above it.